Below is C6H4O in the gas phase, with properties calculated with the ωB97M-V functional and the def2-TZVPD basis.

## Properties
- Kohn-Sham gap (eV) = 8.90
- 2S+1 = 1
- energy (eV) = -8327.524
- relative energy (zero: lowest compared OMol25 entry of this formula, charge and spin) (eV) = 4.9164

Each line ends with the natural charge from an NBO analysis.
Element x y z (Å)
C  -0.32  -1.73  -0.77  -0.2220
C  -1.16  -0.88  -0.40  0.0767
C  -1.32  0.08  0.64  -0.0259
C  0.13  -0.50  0.58  -0.1231
C  0.94  0.62  0.11  -0.3892
C  0.11  1.65  -0.10  0.1979
O  -1.18  1.43  0.19  -0.4554
H  0.04  -2.69  -1.09  0.2608
H  0.40  -1.21  1.36  0.2399
H  2.01  0.60  -0.06  0.2361
H  0.34  2.64  -0.47  0.2043